Record 1
A molecular structure, C17H23CrN6O2, computed with ωB97M-V with the def2-TZVPD basis set.

Summary:
E_LUMO (alpha / beta) = -7.8 / -7.3 eV
Total charge = +2
Total energy = -59446.76578 eV
Kohn-Sham gap (alpha / beta) = 7.512 / 8.054 eV
2S+1 = 2

The geometry in XYZ format:
```
49
Properties=species:S:1:pos:R:3:forces:R:3:lowdin_spin:R:1
Cr -0.401428 0.433838 0.544462 -0.51 0.38 -0.07 0.986
O 2.256648 -0.363929 -1.790701 -0.13 -0.02 0.08 0.010
O 0.392943 -0.174730 2.201460 0.23 0.07 -0.35 -0.019
N 0.878728 -2.453473 -3.379426 0.01 0.13 0.31 0.002
N 1.457919 -0.152370 0.345059 0.13 0.43 -0.49 -0.007
N -0.994717 -2.924240 -2.055152 -0.26 -0.13 -0.19 0.012
N -0.579360 -4.160177 -3.912930 -0.08 0.01 0.05 0.003
N -0.910689 -1.108940 -0.455767 -0.15 0.22 -0.04 0.002
N 3.596936 -0.920076 -0.025824 0.29 -0.03 0.13 0.000
C -2.319141 1.703842 -0.172220 -0.12 -0.17 0.25 -0.003
C -2.922149 0.693645 3.477873 0.04 0.00 0.06 0.000
C -0.139711 2.771671 -0.373510 0.38 -0.02 -0.08 -0.006
C -3.392598 1.121692 2.087954 0.11 0.05 -0.14 0.001
C 0.925351 3.440824 -1.188080 -0.03 -0.16 -0.01 0.000
C 4.715570 -1.200187 -0.949561 -0.17 0.00 0.20 0.000
C -0.904102 -1.957530 -1.267869 0.15 -0.12 0.13 0.013
C -4.126914 -0.018076 1.378653 -0.04 -0.04 -0.04 0.000
C 2.411144 -0.456819 -0.584533 0.11 -0.13 0.22 0.002
C -2.263226 1.687531 1.236435 -0.07 0.08 0.25 -0.002
C -0.212366 -3.165957 -3.119857 0.22 0.02 -0.11 0.003
C 2.725112 -0.932165 2.212447 -0.15 -0.01 0.10 -0.001
C -1.090300 2.200359 1.812032 -0.12 0.22 0.11 -0.002
C 1.543292 -0.436864 1.646630 -0.17 -0.01 0.23 0.007
C -0.036898 2.691974 1.023478 -0.11 -0.13 0.39 -0.003
C -1.296638 2.250932 -0.950556 -0.05 -0.10 -0.21 -0.009
C 3.721924 -1.134165 1.312951 0.29 -0.08 -0.33 0.012
H 4.989440 -0.294501 -1.481487 -0.02 0.05 -0.02 0.000
H 5.557853 -1.556863 -0.365600 0.02 0.00 -0.02 0.000
H -2.602044 1.534097 4.095184 -0.02 -0.01 -0.04 0.000
H 0.679668 4.502040 -1.272810 -0.01 0.00 0.01 0.000
H 1.452394 -2.650750 -4.182608 0.00 0.00 -0.02 0.000
H 2.837486 -1.142169 3.263622 -0.01 0.01 -0.01 0.000
H 4.690555 -1.504519 1.622326 -0.02 0.00 0.01 0.001
H -1.426395 -4.662315 -3.699924 0.00 0.01 -0.01 0.000
H -2.101126 -0.026964 3.426550 -0.03 -0.01 -0.03 0.000
H -4.094155 1.954265 2.208675 -0.04 0.01 0.01 0.000
H -3.747560 0.216081 4.002364 0.00 0.02 0.00 0.000
H 0.848261 3.070474 1.517883 0.07 -0.08 -0.01 0.001
H -4.685099 0.312277 0.501464 0.03 0.00 0.03 0.000
H 1.220010 -1.754063 -2.716049 -0.03 -0.04 -0.33 0.000
H -3.438436 -0.810785 1.070956 0.00 0.00 0.03 0.000
H -4.848787 -0.460903 2.062649 -0.01 0.02 -0.02 0.000
H 1.900709 3.364759 -0.710462 -0.01 -0.01 -0.01 0.000
H -1.429341 2.310967 -2.023489 0.09 -0.17 -0.03 0.000
H -0.058796 -4.417793 -4.734058 0.02 -0.02 0.01 0.000
H -0.974576 2.188150 2.885132 0.05 -0.06 0.01 0.000
H -3.202642 1.321465 -0.664252 0.09 -0.15 -0.05 0.000
H 0.982554 3.028281 -2.193392 0.01 -0.01 0.01 0.000
H 4.414698 -1.957839 -1.666122 0.00 -0.04 -0.03 0.000
```
Forces are in eV/Å.



Record 2
A molecular structure, C17H23F5NO3P2Sn, computed with ωB97M-V with the def2-TZVPD basis set.

Summary:
E_LUMO (alpha / beta) = -14.8 / -14.8 eV
Total charge = +3
Total energy = -63598.71079 eV
Kohn-Sham gap (alpha / beta) = 2.375 / 2.357 eV

The geometry in XYZ format:
```
52
Properties=species:S:1:pos:R:3:forces:R:3:mulliken_charge:R:1
Sn -0.033610 -1.306280 0.200220 -0.58 -2.28 -1.55 0.876
P -2.350306 -0.264656 -0.378590 -0.95 0.79 -0.56 0.826
P 2.504420 -0.904584 -0.180874 0.37 0.09 -0.70 0.725
F -0.008381 1.630959 6.917782 0.02 -0.53 -3.59 -0.099
F 0.876134 -0.746276 5.867173 -0.79 1.90 -1.42 -0.169
F 1.045868 -1.075090 3.204026 -0.97 2.39 0.73 -0.180
F -0.879022 3.626647 5.264181 0.79 -2.18 -0.85 -0.157
F -0.845825 3.279866 2.562070 1.11 -2.08 1.64 -0.188
O -2.071722 -4.057751 -4.093670 0.41 1.93 0.50 -0.601
O -0.084989 -2.900001 -1.046338 0.41 0.56 0.46 -0.605
O 0.446967 1.076207 1.519982 -0.99 0.16 4.34 -0.303
N 0.152440 0.376822 -1.776406 -0.23 0.52 0.57 0.292
C 2.565174 0.637828 -1.158288 -0.11 -0.16 0.48 -1.154
C -0.925576 0.776014 -2.505044 0.62 0.51 -0.63 0.241
C 0.538648 0.093016 3.685724 1.67 -3.57 1.08 0.431
C -2.874128 1.250464 0.500193 0.17 -0.17 0.59 -1.503
C 3.587916 -0.712855 1.249701 -0.23 0.06 0.29 -1.164
C 1.360180 0.917879 -2.043292 -0.04 0.08 -0.74 0.442
C 0.209660 1.144538 2.772460 0.92 -0.45 -5.38 0.496
C -2.360542 0.592942 -2.015905 0.35 0.21 0.18 -1.162
C -0.751243 1.555973 -3.649220 -0.05 -0.34 0.40 -0.781
C 0.470312 0.246453 5.048436 1.29 -3.26 0.59 0.022
C -0.420631 2.470993 4.738735 -1.29 3.32 -0.01 0.291
C 0.505516 2.042170 -3.978769 -0.08 0.22 0.23 -0.592
C 0.011986 1.450495 5.589365 -0.16 0.88 3.97 0.671
C -3.739725 -1.412504 -0.307726 0.09 -0.45 0.18 -1.131
C 3.315267 -2.117805 -1.273442 -0.45 -0.46 0.20 -1.266
C 1.567452 1.775536 -3.125569 0.06 -0.44 0.23 -0.863
C -0.372498 2.309000 3.372293 -1.67 3.72 -0.34 0.142
H -2.075976 2.003618 0.406870 -0.31 -0.18 -0.01 0.408
H 3.249550 0.130650 1.864077 0.23 -0.14 -0.13 0.289
H 2.566429 2.187036 -3.285098 -0.39 -0.07 -0.07 0.513
H 3.600161 -3.010091 -0.697552 -0.14 0.20 -0.21 0.442
H -1.783311 -3.629698 -3.257885 -0.13 -0.88 -0.38 0.270
H 3.478145 0.562972 -1.767999 -0.28 0.16 0.16 0.660
H 4.613645 -0.539578 0.898805 -0.21 -0.01 0.12 0.453
H -3.526344 -2.319999 -0.892626 -0.08 0.30 0.12 0.383
H 4.224282 -1.669898 -1.701687 -0.28 0.01 0.21 0.475
H 0.632951 2.700014 -4.829389 0.02 -0.12 -0.06 0.464
H 2.627515 -2.408924 -2.078728 0.18 0.03 0.17 0.362
H -1.638040 1.798009 -4.219415 0.12 0.13 -0.17 0.524
H 0.305995 -3.694791 -0.619056 -0.51 0.60 -0.40 0.245
H -3.118838 1.093697 1.555658 -0.07 0.04 -0.16 0.423
H -2.031459 -3.260087 -4.667270 -0.20 -1.04 -0.08 0.318
H 3.554673 -1.629795 1.853674 0.11 0.21 -0.18 0.403
H -3.106045 0.283681 -2.787168 0.82 -0.43 0.58 0.591
H -3.761433 1.585920 -0.062900 0.22 -0.01 0.59 0.501
H -4.617114 -0.897380 -0.718041 0.12 -0.15 0.10 0.420
H -3.934535 -1.709278 0.733518 0.01 0.09 -0.31 0.399
H 2.716948 1.453731 -0.436440 -0.09 0.00 -0.25 0.433
H -0.682908 -2.396173 1.464068 0.62 1.11 0.09 0.009
H -2.734009 1.610377 -1.714629 0.56 -0.82 -0.61 0.480
```
Forces are in eV/Å.



Record 3
C17H23N3 in the gas phase, computed with ωB97M-V with the def2-TZVPD basis set.

Summary:
E_LUMO = 0.8 eV
Total charge = 0
Total energy = -22470.42726 eV
Kohn-Sham gap = 8.345 eV
Structure (SMILES) = C1=C(/C=N/N2CCN(c3ccccc3)CC2)CCCC1

The geometry in XYZ format:
```
43
Properties=species:S:1:pos:R:3:forces:R:3:mulliken_charge:R:1
N 2.093616 -1.090427 2.481223 -0.44 0.17 -1.19 0.131
N 0.175813 0.972380 -0.612957 -1.32 1.89 -2.09 -0.870
N 0.984087 0.412792 0.325017 2.43 -0.69 0.83 0.599
C 1.272698 -1.025264 0.117002 0.17 0.68 0.37 -0.521
C 2.394550 -1.434977 1.057067 -0.64 -0.41 1.18 -0.918
C -0.427288 2.932284 -1.886705 0.17 1.14 -1.22 0.949
C -1.634180 2.264621 -2.556822 0.52 -0.57 0.37 -0.280
C 1.687338 0.315321 2.688061 0.23 -0.60 0.37 -0.723
C -2.283000 4.585550 -3.426634 0.46 -1.09 -1.00 -0.702
C 1.510277 -4.322346 4.223362 -0.16 -0.53 0.44 -0.596
C 0.620683 0.786598 1.696787 -0.10 -0.18 -0.42 -0.744
C -0.127075 4.222849 -2.216205 0.00 -1.25 0.96 -0.570
C 0.484452 2.177837 -1.009348 -1.18 -1.92 0.79 -1.005
C -2.172386 3.064509 -3.735668 -0.19 0.51 -0.11 -0.755
C 2.001613 -4.032599 5.490273 0.25 0.83 0.17 -0.468
C -0.910877 5.098700 -3.134622 0.99 0.18 -0.96 -0.693
C 2.492147 -1.787672 4.760441 -0.62 0.81 -0.66 -0.406
C 1.976138 -2.060652 3.485854 0.34 -0.26 -0.51 0.421
C 1.471375 -3.348194 3.238372 0.16 0.53 0.21 -0.200
C 2.456459 -2.713367 5.749316 -0.01 -1.82 0.57 -0.552
H 2.044150 -4.784070 6.273754 -0.08 0.10 -0.16 0.367
H 2.871854 -2.439901 6.712626 -0.13 -0.19 0.07 0.340
H -0.353763 5.230723 -4.096720 -0.16 -0.18 0.60 0.283
H -2.853233 4.733528 -2.530338 -0.80 -0.02 0.35 0.336
H 0.701566 4.710926 -1.703180 0.12 -0.22 -0.18 0.313
H 1.411546 2.617987 -0.662927 0.16 0.37 0.16 0.409
H 2.560724 0.972731 2.581684 -0.04 -0.04 0.05 0.280
H -2.428138 2.097562 -1.815118 0.26 -0.08 -0.05 0.268
H 1.672960 -1.207521 -0.887070 -0.43 0.39 -0.03 0.376
H -2.731884 5.116420 -4.285304 0.05 -0.16 0.52 0.305
H 2.529561 -2.523563 0.915649 0.03 0.48 0.49 0.463
H 0.537593 1.889963 1.727840 0.04 -0.58 0.09 0.387
H 1.105829 -5.323820 4.001574 0.28 0.57 0.14 0.328
H -1.479164 2.847671 -4.583493 -0.69 0.53 0.27 0.321
H 3.331395 -0.961057 0.776507 0.13 0.28 -0.09 0.288
H -1.318687 1.267782 -2.940242 -0.25 0.50 0.50 0.288
H 1.005841 -3.596182 2.302498 0.02 0.09 -0.38 0.376
H 0.423079 -1.697791 0.286724 -0.31 0.21 -0.04 0.259
H -0.944892 6.086111 -2.715879 -0.05 0.67 0.30 0.392
H 2.860916 -0.800333 4.984876 0.20 0.18 -0.12 0.425
H -0.365037 0.356531 1.928955 -0.02 0.01 0.21 0.323
H -3.190479 2.733223 -3.974142 0.36 -0.31 -0.21 0.316
H 1.296435 0.409748 3.722526 0.24 0.00 -0.62 0.459
```
Forces are in eV/Å.



Record 4
C17H23N3O2 in the gas phase, computed with ωB97M-V with the def2-TZVPD basis set.

Summary:
E_LUMO = 0.6 eV
Total charge = 0
Total energy = -26567.92744 eV
Kohn-Sham gap = 8.531 eV
Structure (SMILES) = COc1ccc2[nH]c(C(=O)NCCN3CCCCC3)cc2c1

The geometry in XYZ format:
```
45
Properties=species:S:1:pos:R:3:forces:R:3:mulliken_charge:R:1
O -1.695928 1.512290 -0.785623 -0.08 -0.09 -0.16 -0.737
O -1.059716 -6.467560 0.484950 -0.12 0.12 -0.28 -0.450
N -1.735788 -1.229136 -0.924592 -0.06 0.50 -0.11 0.022
N -0.825032 1.478845 1.306788 0.00 -0.13 0.06 0.021
N 1.547823 3.523510 0.526568 0.00 -0.17 0.00 0.109
C -0.512104 -6.799306 1.735211 0.07 -0.04 0.17 -0.808
C -1.769971 -4.906659 -1.098972 -0.01 0.03 -0.01 -0.427
C 0.689688 3.431946 1.678246 -0.29 0.04 -0.06 -1.136
C -1.285656 0.885983 0.182080 0.06 0.23 0.28 0.398
C 2.836988 2.503385 -1.258652 -0.10 -0.17 0.06 -0.953
C 1.124406 4.451810 -0.515643 0.05 0.18 -0.19 -1.033
C -1.639373 -2.571454 -0.742606 0.26 -0.36 0.56 -0.565
C -1.208988 -5.143906 0.174498 0.06 0.07 0.14 0.816
C -1.260720 -0.582294 0.184712 0.05 -0.48 0.05 0.426
C -1.074689 -2.791697 0.538103 -0.24 -0.01 -0.56 0.410
C -1.989411 -3.636656 -1.568312 -0.01 -0.17 -0.02 -1.112
C 0.714143 3.746265 -1.807580 0.03 0.09 0.05 -0.078
C -0.858049 -4.096260 0.998686 0.00 -0.35 -0.01 -0.237
C -0.751288 2.910249 1.468707 0.25 0.35 0.06 -0.678
C 2.034540 2.254750 0.012062 0.29 -0.13 0.00 -0.189
C -0.842244 -1.515759 1.106260 -0.08 0.41 -0.17 -0.709
C 1.907962 2.975607 -2.384165 0.00 0.04 0.03 -0.734
H 0.506310 -6.411243 1.844637 -0.04 0.00 0.00 0.317
H 0.614276 4.435905 2.107945 -0.04 -0.07 0.11 0.424
H 3.354871 1.589136 -1.551863 0.07 0.03 0.02 0.407
H -2.419554 -3.468958 -2.543747 -0.05 -0.03 -0.11 0.395
H -0.108563 3.060725 -1.599535 -0.03 0.05 -0.01 -0.123
H -0.428034 -4.248643 1.975572 0.04 -0.10 0.09 0.422
H 1.230415 1.540021 -0.216330 0.07 -0.01 0.00 -0.014
H 0.300120 5.063286 -0.142245 0.04 0.03 0.02 0.434
H 1.541840 2.117097 -2.949866 0.03 0.00 -0.06 0.321
H 1.963693 5.127834 -0.729376 -0.16 0.10 -0.05 0.366
H -2.096868 -0.734524 -1.724646 0.03 0.01 0.06 0.203
H -0.487363 -7.887448 1.768643 0.02 0.08 0.05 0.233
H 2.671854 1.808329 0.784658 -0.09 -0.09 -0.06 0.503
H 2.469144 3.609607 -3.073180 -0.01 -0.03 -0.07 0.332
H 1.190795 2.792023 2.412601 -0.02 0.06 0.10 0.472
H 3.590842 3.262092 -1.044708 0.08 -0.01 0.02 0.318
H -2.022373 -5.769465 -1.694355 -0.04 -0.09 -0.09 0.436
H -1.189673 3.348516 0.570192 -0.02 0.03 0.14 0.401
H 0.353449 4.482452 -2.527315 -0.06 0.01 -0.01 0.490
H -1.131806 -6.426532 2.557884 0.03 0.00 -0.03 0.319
H -0.474704 0.904083 2.055113 -0.05 -0.07 -0.10 0.192
H -1.356606 3.203139 2.334681 0.00 0.04 -0.10 0.352
H -0.418656 -1.331385 2.074509 0.08 0.10 0.18 0.443
```
Forces are in eV/Å.



Energy above the lowest of the compared OMol25 structures with the same formula, charge and spin / kJ/mol: 0.0; 292.1; 0.0; 156.9